The following is a DFT calculation (the ωB97M-V functional and the def2-TZVPD basis) of C17H23N3O6S in the gas phase.

The SMILES is O=C(CNS(=O)(=O)c1ccc(C(=O)N2CCOCC2)cc1)N1CCOCC1. The HOMO-LUMO gap is 9.719 eV. For the LUMO energy, the calculation gives 0.426 eV. The HOMO energy is -0.34151 Eh.

ORCA input file:
```
! RIJCOSX wB97M-V def2-TZVPD def2/J DEFGRID3
* xyz 0 1
O 3.495 0.052 0.534
C 1.130 0.265 -0.586
C 0.279 3.138 -4.572
H -0.370 -1.045 2.644
H -0.062 1.525 -5.974
H 0.690 -2.220 1.799
O 2.168 -2.015 0.204
H 1.257 2.636 -6.449
H -2.306 2.292 -6.333
C -0.579 1.651 -2.243
O -0.590 3.323 -6.837
O -1.060 -4.061 6.310
H -2.498 3.921 -7.044
C 1.245 -1.835 3.857
O -2.770 2.307 -2.856
C 0.047 -3.302 6.746
C 1.196 1.644 -0.623
H -0.252 -2.254 6.894
C 0.263 2.577 -6.003
H 1.546 -4.399 5.642
H 0.351 -3.731 7.702
C -0.438 -3.682 3.991
S 2.228 -0.612 0.521
C -0.647 0.264 -2.178
N 0.707 -2.921 4.438
H -2.984 3.823 -4.525
H 2.015 -2.718 6.031
N 1.464 -0.315 1.982
H -0.133 -4.729 3.870
C 1.192 -3.367 5.733
C 0.662 -1.391 2.512
H 1.925 2.146 -0.007
O 2.169 -1.215 4.353
C -1.533 -3.605 5.067
H -1.882 -2.564 5.154
H 0.911 2.518 -3.938
H -2.375 -4.247 4.804
C 0.218 -0.433 -1.351
C 0.340 2.342 -1.456
H 0.373 3.420 -1.492
C -1.977 3.906 -4.934
C -1.913 3.320 -6.347
H -1.379 -0.259 -2.775
H 0.204 -1.510 -1.293
H -0.817 -3.309 3.043
H 2.137 -0.012 2.686
N -1.075 3.174 -4.066
H 0.673 4.160 -4.593
C -1.577 2.390 -3.085
H -1.667 4.956 -4.957
*
```

---

The following is a DFT calculation (the ωB97M-V functional and the def2-TZVPD basis) of C31H43FN4O4S in the gas phase at a distorted geometry.

The SMILES is CCCCCCCCc1c(O)c(CNC)c(C(=O)NC(=O)F)c2c1Nc1c(CCCCN(C)C(C)=O)cccc1S2. The HOMO-LUMO gap is 6.884 eV. For the LUMO energy, the calculation gives -1.032 eV. The HOMO energy is -0.29090 Eh.

ORCA input file:
```
! RIJCOSX wB97M-V def2-TZVPD def2/J DEFGRID3
* xyz 0 1
C 1.553 1.517 0.385
C -2.701 0.686 -3.784
H -3.249 0.769 4.688
C 2.352 0.286 -3.185
H -1.907 2.934 2.045
C 5.334 1.189 -4.524
O -3.310 -2.708 -2.240
H 1.086 2.397 3.222
C -4.818 -0.360 -0.451
H 2.487 -2.101 -2.427
H 0.320 4.064 3.724
C 1.504 -3.553 1.193
H -1.779 2.737 6.648
H 4.227 -1.017 -0.405
H 1.829 3.589 -0.523
C -1.021 1.882 -0.837
H 1.228 -0.929 1.827
C -1.278 2.604 2.982
H 3.152 -1.833 1.351
C 0.279 3.191 2.914
C 3.687 -3.338 -0.276
C -2.237 -0.697 0.680
H -1.707 1.305 -3.762
H -1.907 4.283 4.510
C -2.473 0.767 5.573
H -0.388 4.082 0.806
H 1.017 4.976 1.691
H -1.719 -0.115 5.372
H 5.870 1.422 -3.509
C -3.254 0.154 -0.284
H -0.307 -7.063 0.451
S -2.810 -2.272 1.599
H -3.079 0.579 6.570
C -2.069 3.134 4.337
H 4.507 -4.173 -0.107
H 4.566 2.053 -4.724
C 0.158 -2.658 1.464
H -2.897 0.401 -4.925
H -1.204 1.422 3.099
H 2.265 -5.808 0.617
N -3.889 1.495 -3.313
H 3.657 -3.523 2.101
C 4.309 -2.006 -1.026
C 3.042 -2.991 1.228
N -5.305 -1.402 -1.433
H -1.100 3.902 -1.295
C 3.630 -1.792 -2.539
H -2.601 -5.476 0.930
H 1.639 -0.075 -2.303
H -5.526 -1.009 -2.374
F -4.723 -3.833 -0.642
C -1.317 -3.435 1.324
H 2.218 1.206 -0.555
H 4.117 -2.569 -3.271
H -4.603 2.543 -1.516
H 5.448 -2.257 -1.237
C -0.627 -0.319 0.928
H 2.850 -3.759 -1.016
C -2.624 1.464 -1.062
C -0.150 -5.927 0.721
C 1.760 3.131 0.578
O -5.766 0.170 0.372
H 2.512 1.451 -2.984
C 1.305 -5.167 0.835
H 2.095 1.002 1.315
N 0.219 -1.192 1.826
O -0.588 3.083 -1.619
H 1.889 0.125 -4.247
C -1.615 2.201 5.620
O 4.326 -1.025 -5.368
C -1.497 -5.029 0.984
C 0.596 3.885 1.451
H 2.825 3.368 1.062
H -4.699 0.871 -3.103
H -0.469 1.938 5.494
N 3.723 -0.350 -2.990
H -3.055 3.303 -2.448
C -4.415 -2.623 -1.491
C -3.583 2.322 -2.078
C 4.415 -0.194 -4.327
H 6.078 1.087 -5.424
C 0.002 1.032 0.168
H -3.222 2.934 4.170
H -2.585 -0.364 -3.229
*
```

---

The following is a DFT calculation (the ωB97M-V functional and the def2-TZVPD basis) of a 13-piece molecular cluster, C41H90F15N10O19S2 overall at a distorted geometry.

The HOMO-LUMO gap is 1.123 eV. For the LUMO energy, the calculation gives -8.401 eV. The HOMO energy is -0.35002 Eh.

ORCA input file:
```
! RIJCOSX wB97M-V def2-TZVPD def2/J DEFGRID3
* xyz 5 1
H 18.327 38.543 10.326
H 33.292 29.153 -0.294
H 22.695 28.013 9.812
S 26.287 28.148 3.093
C 19.080 34.857 8.583
H 22.748 25.364 8.577
H 20.236 25.071 9.311
H 37.588 28.526 -1.544
N 29.280 17.281 -3.628
H 21.583 38.962 13.929
H 24.699 38.270 2.871
H 24.227 15.691 9.086
H 16.331 30.875 -0.441
O 23.419 38.841 12.472
C 27.920 19.362 -3.352
H 17.777 28.287 -0.464
H 27.651 20.114 -2.609
H 31.183 33.003 15.907
H 31.820 25.199 9.512
H 30.464 33.438 13.396
H 19.948 30.036 1.868
H 29.518 32.773 -3.759
N 17.837 29.290 -0.362
H 30.620 15.672 -3.725
O 23.457 17.949 8.360
H 23.219 16.515 6.953
C 17.542 22.495 0.647
C 25.293 40.402 3.240
H 28.627 16.571 -3.928
C 22.231 19.032 6.205
C 25.797 39.198 11.752
H 33.856 29.754 1.071
H 24.609 17.442 6.609
C 30.413 16.480 -3.023
H 16.771 21.841 0.241
C 17.962 29.820 1.079
N 30.966 32.025 16.036
C 16.561 29.928 -0.930
H 19.092 39.510 9.110
F 20.974 22.650 -2.117
C 30.123 23.773 9.684
H 34.823 29.152 -2.359
H 18.250 34.435 8.017
H 18.951 31.510 2.052
O 29.498 24.259 10.635
H 21.969 19.168 8.399
H 16.094 23.034 2.187
C 22.835 19.107 7.740
H 36.867 27.827 -3.040
N 35.695 29.455 -1.949
N 24.771 41.141 4.479
C 24.024 17.060 7.446
H 24.220 27.106 9.471
C 28.691 18.283 -2.628
H 25.107 15.290 7.600
H 26.268 42.705 4.451
H 29.679 33.829 -5.079
H 19.661 31.214 0.516
C 20.079 25.694 8.430
C 29.766 31.869 17.021
H 30.080 32.309 17.967
C 18.566 36.110 9.272
H 20.033 35.005 8.074
C 18.582 22.894 -1.560
C 19.237 30.701 1.379
C 25.014 26.910 2.315
C 36.670 28.204 -2.037
F 25.370 31.335 4.505
C 33.991 29.934 0.004
C 26.742 32.074 -4.965
O 36.236 29.573 0.433
O 28.140 30.050 4.197
H 25.512 38.523 4.465
C 30.729 31.607 14.570
H 23.962 41.703 4.252
O 23.852 38.280 10.259
H 36.068 30.194 -2.528
C 27.729 34.118 -3.887
H 29.980 23.832 6.835
H 16.718 29.991 -2.007
H 17.840 22.144 -1.834
H 17.373 39.162 8.953
H 29.910 21.977 8.670
C 16.777 23.528 1.495
C 21.175 26.721 8.152
C 24.772 16.107 8.239
H 26.704 31.564 -4.003
H 18.604 29.389 -1.011
H 19.062 26.081 8.485
C 25.907 41.956 5.157
C 31.470 24.217 9.194
H 29.601 17.759 -4.458
F 26.755 32.018 6.090
H 28.560 22.715 6.776
H 23.048 37.114 13.512
N 18.707 37.422 8.460
C 18.333 38.742 9.254
O 27.626 27.498 3.054
O 18.005 23.372 -0.325
C 35.454 29.802 -0.449
H 31.348 24.479 8.143
H 22.083 38.202 15.411
F 26.445 38.967 12.912
H 19.998 24.971 7.617
O 23.661 20.175 8.175
F 22.965 18.530 5.303
H 26.748 41.348 5.492
F 25.723 40.531 11.687
C 23.465 38.096 13.734
C 29.207 33.761 -4.098
H 28.558 22.625 9.226
F 20.283 21.783 -0.260
O 28.735 18.241 -1.398
C 26.070 30.996 5.605
C 23.147 27.034 9.652
H 23.192 26.425 10.554
H 32.226 23.471 9.440
F 20.993 18.501 6.217
H 29.752 34.277 -3.307
O 25.169 40.971 2.158
H 23.036 26.714 7.513
O 31.442 30.659 14.182
H 22.596 39.802 15.107
O 18.434 23.982 -2.442
N 25.943 28.339 4.595
S 27.164 29.485 5.113
C 29.093 23.469 7.355
N 26.725 33.600 -4.907
O 27.288 34.714 -2.961
H 15.743 29.216 -0.826
F 25.193 30.524 6.506
F 25.164 25.617 2.823
F 19.800 20.977 -2.109
F 22.061 20.309 5.874
C 25.450 38.836 3.423
H 17.412 24.189 2.085
H 33.467 30.842 -0.293
H 29.536 30.803 17.012
H 19.120 34.004 9.261
O 20.925 27.805 7.600
H 18.409 37.367 7.497
H 36.290 27.426 -1.374
H 31.352 17.000 -2.831
H 27.040 34.112 -5.719
H 19.705 37.453 8.303
N 29.414 22.854 8.742
H 24.503 40.450 5.165
H 25.686 16.539 8.645
H 25.502 42.461 6.034
H 28.859 32.741 13.817
H 24.391 37.970 14.295
F 26.746 38.774 10.881
H 28.526 19.804 -4.143
F 23.852 27.387 2.517
O 17.085 29.447 1.834
C 19.967 22.078 -1.479
H 26.372 38.473 2.970
F 25.325 26.882 1.083
H 18.435 22.022 1.055
H 28.930 32.474 16.669
H 31.837 31.600 16.321
C 24.442 38.319 11.586
H 25.878 31.809 -5.575
H 24.773 37.305 11.813
C 22.430 38.849 14.606
O 17.986 36.020 10.347
O 27.856 28.965 6.290
C 29.902 32.524 13.590
H 28.259 24.162 7.245
H 16.188 24.205 0.877
O 26.081 29.316 2.259
H 30.059 16.026 -2.097
H 29.919 32.032 12.618
H 27.012 18.987 -3.823
H 27.714 31.853 -5.407
N 22.633 26.345 8.363
H 25.791 33.935 -4.722
*
```

---

The following is a DFT calculation (the ωB97M-V functional and the def2-TZVPD basis) of C4H8O in the gas phase.

The SMILES is CC1(C)CO1. The HOMO-LUMO gap is 11.186 eV. For the LUMO energy, the calculation gives 1.017 eV. The HOMO energy is -0.37370 Eh.

ORCA input file:
```
! RIJCOSX wB97M-V def2-TZVPD def2/J DEFGRID3
* xyz 0 1
H -2.068 -0.254 -0.597
O -0.006 1.083 -1.169
C -0.067 1.526 0.180
C 1.310 -0.627 0.038
C -1.256 -0.751 -0.059
H -1.091 -1.733 -0.515
H 1.363 -1.498 -0.625
H 0.830 2.029 0.544
H 1.424 -0.978 1.070
C -0.003 0.097 -0.137
H -1.011 1.976 0.492
H -1.569 -0.912 0.978
H 2.143 0.041 -0.201
*
```

---

The following is a DFT calculation (the ωB97M-V functional and the def2-TZVPD basis) of a 2-piece molecular cluster, C6H16NO overall at a distorted geometry.

The HOMO-LUMO gap is 4.597 eV. For the LUMO energy, the calculation gives -7.495 eV. The HOMO energy is -0.44436 Eh.

ORCA input file:
```
! RIJCOSX wB97M-V def2-TZVPD def2/J DEFGRID3
* xyz 1 1
C 1.572 -1.090 -0.421
H 1.981 -1.433 -1.380
N -5.103 -0.244 0.592
C 2.509 -1.631 0.675
H -0.935 -0.488 0.269
H -0.743 2.078 -0.333
H -4.148 -0.031 0.368
H -1.753 1.136 -1.628
O -1.472 0.327 0.263
H -5.413 -1.068 0.105
C 1.475 0.451 -0.636
H 0.448 1.219 -2.410
H -5.205 -0.372 1.584
C -1.013 1.120 -0.812
C 0.293 0.722 -1.449
H 0.624 -1.641 -0.353
H 2.863 -2.625 0.404
H 3.373 -0.969 0.796
H 2.005 -1.703 1.631
H 0.781 0.933 1.480
H 2.345 0.838 -1.183
H 1.482 2.299 0.652
C 1.514 1.213 0.722
H 2.518 0.959 1.066
*
```

---

The following is a DFT calculation (the ωB97M-V functional and the def2-TZVPD basis) of C4H8O2 in the gas phase.

The SMILES is C[C@H]1O[C@H]1CO. The HOMO-LUMO gap is 11.218 eV. For the LUMO energy, the calculation gives 1.019 eV. The HOMO energy is -0.37480 Eh.

ORCA input file:
```
! RIJCOSX wB97M-V def2-TZVPD def2/J DEFGRID3
* xyz 0 1
H 2.395 0.758 -0.943
H 2.695 0.863 0.778
H -2.289 1.259 0.712
C -0.575 -0.435 0.171
C 0.890 -0.300 0.381
C 1.889 0.814 0.026
O -0.051 0.156 1.354
H 1.390 1.785 0.095
H 1.278 -1.307 0.559
C -1.436 0.377 -0.748
H -1.774 -0.260 -1.575
O -2.601 0.821 -0.090
H -1.022 -1.402 0.433
H -0.845 1.203 -1.163
*
```

---

The following is a DFT calculation (the ωB97M-V functional and the def2-TZVPD basis) of ClCu5O8PPb as an isolated structure at a distorted geometry.

The HOMO-LUMO gap is 3.185 eV. For the LUMO energy, the calculation gives -12.128 eV. The HOMO energy is -0.56273 Eh.

ORCA input file:
```
! RIJCOSX wB97M-V def2-TZVPD def2/J DEFGRID3
* xyz 3 1
Cu 3.917 -2.173 1.101
O -2.369 -0.023 0.777
O -2.878 0.686 3.221
O 0.430 0.113 0.271
Cu -0.801 0.007 2.538
O -4.828 0.211 1.577
O 1.702 -1.016 -1.476
Pb 3.029 -3.038 -3.092
Cl 1.553 0.232 -0.672
O 1.369 1.248 -1.730
O 2.821 0.223 -0.017
Cu 5.420 1.007 -0.360
Cu -1.475 -0.982 -0.824
P -3.402 0.767 1.683
Cu -0.261 0.785 -4.141
O -4.226 1.952 1.142
*
```

---

The following is a DFT calculation (the ωB97M-V functional and the def2-TZVPD basis) of C23H47NO2S2Si2V as an isolated structure at a distorted geometry.

As for the expectation value of S²: 3.766. The HOMO-LUMO gap (alpha / beta) is 6.539 / 7.790 eV. For the LUMO energy (alpha / beta), the calculation gives 0.514 / 0.479 eV. The HOMO energy (alpha / beta) is -0.22141 / -0.26865 Eh.

ORCA input file:
```
! RIJCOSX wB97M-V def2-TZVPD def2/J DEFGRID3
* xyz 0 4
H 1.422 3.454 -2.237
C -1.871 -2.331 0.489
C 4.977 2.305 1.699
H 2.290 -0.636 -3.084
H -3.765 -3.351 0.502
C 1.434 -0.255 -3.653
C -0.537 0.971 4.755
H -4.056 -0.173 -0.756
H -2.316 -1.372 0.796
C -1.702 3.439 4.301
H -3.421 -3.095 -3.160
C -0.033 0.667 -1.122
H -2.175 4.411 4.152
C 1.914 2.495 -2.431
V 0.829 0.246 0.891
H 3.903 -1.116 3.604
C 0.399 -0.572 3.097
H 1.812 0.078 -4.626
H -1.672 2.936 2.171
C 2.837 1.835 3.813
H 4.504 -1.327 1.937
C 2.664 1.088 0.812
H -1.406 -2.744 1.403
O -0.855 -1.940 -0.470
O -2.019 -0.900 -2.594
H -2.861 -3.273 -4.833
H -1.656 -1.029 -4.637
C -0.808 1.793 5.847
H 3.537 2.548 4.281
H -5.027 0.548 -2.043
H -1.562 3.705 6.458
C -1.881 -1.698 -3.784
C -1.383 3.039 5.617
C -0.107 -2.989 -1.150
H -3.209 -2.803 -1.105
H -2.616 1.032 -2.343
C -4.278 -0.221 -1.827
H -4.715 -1.195 -2.068
H -3.934 -1.923 -4.407
H -1.410 1.383 -4.273
C 0.462 -4.028 -0.237
H -3.376 0.209 -3.732
H 5.528 1.914 0.836
H 2.551 2.622 -3.308
H -0.781 -3.419 -1.898
H -0.109 2.474 -4.744
H 1.936 2.387 3.508
H 0.612 -4.943 -0.809
H -1.002 -2.336 -3.625
C -2.886 -3.232 -0.145
C -0.634 2.042 -3.888
C -1.431 2.620 3.200
C -0.839 1.355 3.439
H 2.556 2.268 -1.580
C -3.105 -2.545 -4.054
H -1.113 2.862 -3.346
H 3.094 0.572 -0.077
H 5.474 -0.412 3.123
S 0.433 -0.497 4.802
H 1.433 -3.723 0.149
Si 3.717 1.058 2.341
Si 0.627 1.205 -2.821
H -0.806 1.256 -0.615
H -0.185 -4.259 0.605
H 0.762 -1.097 -3.837
H 4.440 3.208 1.369
C -3.066 0.090 -2.675
H 2.315 2.118 0.514
C 4.445 -0.622 2.783
H 0.688 -2.448 -1.681
S 1.406 -1.619 2.195
H -2.443 -4.214 -0.337
H 2.545 1.092 4.570
H -0.407 -0.422 -1.152
H 1.013 0.928 -0.707
H -0.534 1.421 6.829
N -0.247 0.500 2.496
H 5.678 2.584 2.489
*
```

---

Calculated values (eV) of electronic energy for the records, taken in order: -45592.4668; -60520.1740; -160142.1750; -6324.1516; -10008.9185; -8371.0016; -266590.3690; -93310.7753.